ORCA calculation (ωB97M-V with the def2-TZVPD basis set) on C34H32BF9IMoN4O5PTe2 as an isolated structure at a distorted geometry.

```
90
Properties=species:S:1:pos:R:3:lowdin_spin:R:1
I 0.35646 3.47173 -0.92824 0.001
Te 1.39845 -2.19239 1.74814 0.730
Te 0.20949 -1.21768 4.43157 0.080
Mo -0.25968 -0.19853 0.96253 0.924
P -0.28761 -0.76787 -2.42212 0.007
F -2.69725 1.01949 0.07145 0.003
F -1.49993 -0.48180 5.06929 0.030
F 2.06290 -2.05824 4.90698 0.023
F 0.65838 -0.29357 6.05808 0.039
F -4.33272 2.16954 1.23376 0.000
F -1.13255 -2.38051 3.51112 0.011
F -4.30765 2.20136 -1.12120 0.000
F -0.24087 -2.56625 5.67759 0.001
F -4.87805 0.25880 0.05890 0.000
O -0.39830 2.62388 2.72751 0.021
O -0.78151 0.02883 2.58430 -0.044
O -3.45105 -3.09558 0.58555 0.014
O -1.88549 -1.51155 0.74857 0.030
O 4.10123 -0.08980 3.62315 0.003
N 1.16939 2.99129 5.87123 0.001
N 1.50806 1.07218 1.01804 0.002
N -3.37930 -0.27097 2.80904 0.000
N -0.02636 -0.37178 -0.91901 0.032
C -2.58659 2.22323 -3.82222 0.000
C -0.07448 1.19438 -4.46533 0.000
C -1.85687 2.76513 -4.87482 0.000
C -1.50916 -3.18586 -1.98157 0.001
C 2.88236 2.45422 -2.19845 0.000
C -3.23443 -3.03305 -4.15791 0.000
C -1.51897 -2.04587 -2.78059 0.000
C -2.38592 -1.97164 -3.87425 0.000
C -2.06919 1.15691 -3.10350 0.001
C 4.37124 0.77738 -1.35440 0.000
C -0.81814 0.62546 -3.43687 0.002
C 2.02679 2.24773 -1.12403 0.000
C -3.22252 -4.16695 -3.35211 0.000
C -2.36451 -4.24120 -2.26658 0.000
C 3.51988 0.57660 -0.27786 0.003
C 0.24550 2.95717 4.96712 0.008
C 4.05165 1.71225 -2.32551 0.000
C 3.39919 -2.80646 -4.25563 0.000
C 1.74234 1.76697 3.39337 0.009
C 0.45561 2.43217 3.59660 0.009
C 2.71459 1.80463 4.45595 -0.001
C -1.13208 3.43928 5.31965 0.001
C 2.23221 -1.88606 -2.36136 0.009
C -3.70747 -1.64245 2.34404 0.000
C 1.20928 -1.84544 -4.54378 0.000
C -2.96124 -2.10809 1.11452 0.006
C 2.32713 1.28182 -0.15743 0.000
C 1.17033 -1.52689 -3.18312 0.002
C 2.40167 2.42916 5.61104 0.005
C 3.34633 -2.52713 -2.89859 0.001
C 4.07736 1.15674 4.30555 -0.001
C -0.60024 2.26012 -5.18945 0.000
C 2.18607 1.41565 2.09464 0.007
C 2.32568 -2.47061 -5.07953 0.000
B -4.06520 1.43021 0.03925 0.000
H 4.71374 1.88531 -3.16693 0.000
H -2.38192 -5.10230 -1.60975 0.000
H 3.11658 2.46102 6.42775 0.000
H 2.17272 -1.67530 -1.29980 0.021
H -1.67708 2.62055 5.80419 0.000
H -1.06867 4.27054 6.02516 0.000
H -3.65357 -0.12901 3.77388 0.000
H -2.26299 3.59347 -5.44610 0.000
H 3.24861 1.55957 1.92011 0.001
H -2.40238 -1.09081 -4.50254 0.000
H 4.27178 -3.29691 -4.67651 0.000
H -3.42888 -2.32941 3.13519 0.000
H 5.28122 0.19387 -1.43499 0.000
H 2.63178 3.21226 -2.93042 0.000
H -2.38608 -0.14346 2.81142 0.000
H -3.91237 -2.96921 -5.00223 0.000
H -4.76667 -1.71224 2.13493 0.000
H -1.67530 3.73159 4.42304 0.000
H 4.52296 1.06549 5.29995 0.000
H -3.79083 0.45473 2.21330 0.000
H 0.91546 0.82033 -4.69394 0.000
H 3.65281 -0.79701 4.15336 0.001
H 2.35692 -2.70754 -6.13719 0.000
H -0.85775 -3.23304 -1.11816 0.003
H -2.63079 0.74779 -2.26728 0.000
H -3.89995 -4.98709 -3.56390 0.000
H 4.72319 1.81902 3.72357 0.000
H 4.16780 -2.80709 -2.24657 0.000
H 3.75290 -0.16014 0.48546 0.003
H -3.55115 2.63172 -3.53988 0.000
H -0.02513 2.69693 -5.99887 0.000
H 0.35883 -1.61373 -5.17930 0.000
```

Values from the calculation:
* energy: -4077.44058 Ha
* M: 1267.47 u
* total charge: -2
* 2S+1: 3
* HOMO energy (spin up / spin down): -2.35 / -2.36 eV
* ΔE to the lowest compared entry with this formula, charge and spin: 2.788 eV